No. 1
The following is a DFT calculation (the ωB97M-V functional and the def2-TZVPD basis) of a single C5H6BrNO3 molecule at a distorted geometry.

```
16
Properties=species:S:1:pos:R:3:forces:R:3:lowdin_charge:R:1
C -0.219 1.163 1.247 1.6 1.2 -0.6 -0.014
C 0.864 -0.187 -2.401 1.2 -0.3 -1.1 -0.519
C 0.568 0.802 0.285 -1.0 -2.0 -0.1 -0.358
C 0.717 -1.013 -1.383 -0.3 -1.3 -0.3 -0.543
C -2.271 0.344 2.103 1.4 -0.6 -0.3 0.050
N -0.954 0.487 2.084 -3.4 -0.4 1.7 -0.053
O 0.547 -0.599 -0.143 0.2 1.2 2.4 0.054
O 1.285 1.627 -0.443 1.4 1.3 -0.9 0.054
O 0.672 -2.387 -1.415 0.0 1.3 -0.6 0.067
Br 1.294 -0.907 -4.102 -0.2 0.1 0.0 0.666
H -2.771 0.466 1.192 -0.7 0.5 -1.1 0.066
H 1.247 0.794 -2.163 -0.6 -0.1 -0.7 0.046
H -2.811 -0.034 2.934 0.2 -0.3 0.7 0.063
H -0.557 0.313 2.992 0.6 -0.2 0.3 0.161
H 2.199 1.785 -0.159 -0.4 -0.3 0.3 0.149
H 0.190 -2.652 -0.627 0.0 -0.1 0.2 0.112
```
Forces are in eV/Å.

Values from the calculation:
LUMO level (alpha / beta): 0.034 / 0.035 eV
charge: 0
DFT total energy: -3048.42649 Eh
relative energy (zero: lowest compared OMol25 entry of this formula, charge and spin): 271.28 kJ/mol
2S+1: 1
E_HOMO (alpha / beta): -0.2944 / -0.2944 hartree
molecular weight: 208.0 g mol⁻¹

No. 2
The following is a DFT calculation (the ωB97M-V functional and the def2-TZVPD basis) of 5 unconnected molecules or ions with the total composition C14H22Br2NO12 at a distorted geometry.

```
51
Properties=species:S:1:pos:R:3:forces:R:3:lowdin_charge:R:1
N 0.421 1.709 0.605 0.9 -0.7 2.3 -0.693
O 1.083 2.524 0.062 3.3 2.5 -4.2 -0.015
O -0.358 2.137 1.409 -4.1 0.0 2.7 -0.016
O 0.688 0.499 0.546 -0.2 -2.1 -0.9 -0.070
Br -0.527 0.769 -4.701 1.3 0.9 0.5 0.595
C 0.916 1.691 -3.612 0.7 -0.1 0.8 -0.612
C 1.844 2.590 -4.410 -0.4 0.4 -0.7 -0.640
Br 3.354 3.515 -3.431 -1.2 -0.9 -0.3 0.548
H 1.535 0.930 -3.137 -0.5 -0.3 -0.1 0.042
H 0.422 2.258 -2.823 -0.2 -0.2 -0.2 0.056
H 1.225 3.394 -4.805 0.5 0.1 -0.2 0.046
H 2.346 2.041 -5.207 -0.1 0.2 0.1 0.045
C 3.036 -1.797 -0.441 -0.7 0.4 -1.6 -0.021
C 3.614 -0.402 -0.652 0.1 -0.7 1.6 -0.284
C 3.734 0.280 0.700 -1.4 1.0 -0.5 -0.125
O 5.095 0.204 0.998 1.0 0.1 1.4 0.084
C 5.809 -0.236 -0.025 4.1 -0.3 0.5 -0.530
O 7.071 -0.328 0.014 -4.8 0.2 -0.6 0.060
O 4.992 -0.570 -1.020 0.8 0.0 -1.3 0.082
H 3.581 -2.414 0.274 0.1 0.3 0.1 0.099
H 3.054 -2.282 -1.418 0.0 -0.4 0.0 0.080
H 1.985 -1.703 -0.167 0.0 0.0 0.3 0.066
H 3.102 0.280 -1.330 0.0 -0.6 -0.3 0.139
H 3.077 -0.199 1.426 0.5 0.0 0.2 0.130
H 3.429 1.323 0.612 0.1 0.1 0.2 0.126
C -0.938 -3.307 -0.916 -0.8 0.3 -0.3 -0.016
C -1.605 -1.935 -0.573 0.9 -1.8 -0.3 -0.255
C -1.470 -0.905 -1.733 0.2 -1.2 0.9 -0.103
O -2.835 -0.668 -2.031 0.2 2.2 -1.1 0.078
C -3.628 -1.150 -1.117 -4.8 -1.3 0.4 -0.597
O -4.845 -0.948 -0.989 3.3 0.1 -0.6 0.095
O -3.028 -2.131 -0.448 0.9 0.2 0.7 0.069
H 0.105 -3.185 -1.208 0.1 0.0 0.4 0.069
H -1.438 -3.770 -1.766 -0.1 0.5 -0.5 0.081
H -1.085 -4.101 -0.183 0.4 0.5 0.6 0.077
H -1.265 -1.578 0.399 0.2 0.3 -0.2 0.138
H -1.018 -1.335 -2.627 0.1 0.1 0.2 0.095
H -0.921 -0.026 -1.396 -0.3 0.2 -0.2 0.113
C -3.796 0.251 2.010 0.7 0.4 0.2 0.002
C -2.738 0.362 3.122 -1.5 -0.1 -0.6 -0.320
C -2.521 1.672 3.799 2.7 2.0 -2.6 -0.151
O -2.801 1.584 5.142 -1.1 -0.3 2.1 0.087
C -3.301 0.361 5.400 -1.3 -0.8 1.1 -0.496
O -3.787 -0.045 6.462 1.7 1.2 -3.1 0.099
O -3.252 -0.320 4.231 -0.8 -3.0 2.1 0.070
H -3.908 -0.776 1.665 0.0 0.0 0.2 0.075
H -3.477 0.856 1.161 0.0 0.1 -0.1 0.089
H -4.761 0.620 2.356 0.0 0.0 0.0 0.094
H -1.777 -0.020 2.777 -0.1 -0.4 0.1 0.143
H -2.999 2.514 3.299 -0.2 0.1 0.3 0.145
H -1.440 1.770 3.697 0.0 1.0 0.1 0.122
```
Forces are in eV/Å.

Values from the calculation:
LUMO level: 1.890 eV
charge: -1
DFT total energy: -6652.31036 Eh
relative energy (zero: lowest compared OMol25 entry of this formula, charge and spin): 118.22 kJ/mol
2S+1: 1
E_HOMO: -0.2207 hartree
molecular weight: 556.1 g mol⁻¹

No. 3
The following is a DFT calculation (the ωB97M-V functional and the def2-TZVPD basis) of 3 unconnected molecules or ions with the total composition C9H21ClO6SSi.

```
39
Properties=species:S:1:pos:R:3:forces:R:3:lowdin_charge:R:1
C 4.041 0.448 3.969 0.4 0.2 0.1 -0.142
C 3.447 1.764 4.453 -0.2 -0.1 -0.2 -0.333
C 1.940 1.945 4.199 0.3 -0.3 0.1 -0.847
Cl 1.658 3.075 2.824 -0.1 0.0 -0.1 0.538
Si 0.944 0.387 3.794 -0.4 0.1 -0.3 0.288
S -1.142 0.956 3.853 0.1 0.0 0.0 0.374
H 3.850 0.265 2.915 -0.2 -0.1 -0.1 0.071
H 5.123 0.492 4.087 0.1 0.0 0.0 0.074
H 3.709 -0.392 4.570 -0.2 -0.2 0.0 0.056
H 3.637 1.865 5.519 0.0 0.0 0.1 0.105
H 3.963 2.577 3.953 0.1 0.2 0.1 0.083
H 1.472 2.412 5.058 -0.1 0.2 0.1 0.050
H 1.210 -0.724 4.729 -0.1 0.0 0.1 -0.046
H 1.207 -0.025 2.403 0.2 0.0 0.1 -0.047
H -1.538 0.140 4.838 0.2 -0.1 0.0 -0.218
C -0.798 -0.976 -0.738 -0.2 0.1 0.0 -0.031
O 0.620 -1.144 -0.633 0.1 0.0 0.0 -0.006
C 1.086 -2.252 -1.206 0.0 0.0 0.0 -0.623
O 0.432 -3.084 -1.779 0.0 0.0 0.0 0.124
O 2.410 -2.283 -1.033 0.0 0.0 0.0 0.000
C 3.049 -3.427 -1.604 0.1 -0.1 0.0 -0.043
H -1.040 -0.045 -0.234 0.1 0.0 0.0 0.092
H -1.104 -0.911 -1.780 0.0 -0.1 0.0 0.092
H -1.319 -1.795 -0.247 0.0 -0.1 -0.1 0.100
H 2.894 -3.457 -2.681 -0.1 0.0 0.0 0.097
H 2.674 -4.343 -1.151 -0.1 0.0 0.0 0.097
H 4.108 -3.322 -1.391 0.0 0.1 0.0 0.092
C -2.955 2.905 -2.961 0.1 0.1 0.1 -0.037
O -3.436 2.226 -4.124 0.0 -0.1 0.0 0.005
C -3.882 0.991 -3.893 0.0 0.0 -0.1 -0.622
O -3.907 0.438 -2.824 0.0 0.0 0.0 0.118
O -4.294 0.473 -5.051 0.0 0.1 0.0 0.005
C -4.795 -0.863 -4.952 -0.1 -0.1 -0.1 -0.038
H -2.630 3.886 -3.295 0.0 0.0 -0.1 0.093
H -3.747 3.013 -2.223 0.0 -0.1 0.0 0.098
H -2.112 2.371 -2.526 0.0 -0.1 0.0 0.093
H -5.660 -0.901 -4.292 0.0 0.0 0.1 0.097
H -4.022 -1.538 -4.590 0.0 0.0 0.1 0.097
H -5.090 -1.151 -5.957 0.0 0.1 0.0 0.093
```
Forces are in eV/Å.

Values from the calculation:
LUMO level: 0.574 eV
charge: 0
DFT total energy: -1954.86223 Eh
2S+1: 1
E_HOMO: -0.3499 hartree
molecular weight: 320.9 g mol⁻¹
structure (SMILES): CC[C@@H](Cl)[SiH2]S.COC(=O)OC.COC(=O)OC

No. 4
The following is a DFT calculation (the ωB97M-V functional and the def2-TZVPD basis) of a single C10H16N2O5 molecule at a distorted geometry.

```
33
Properties=species:S:1:pos:R:3:forces:R:3:lowdin_charge:R:1
O -0.882 -1.343 1.088 0.1 0.4 1.5 0.110
C -1.268 -2.375 0.646 -0.6 -1.0 -0.1 -0.480
O -2.165 -3.154 1.303 0.4 -0.6 -0.4 0.110
C -0.894 -2.858 -0.749 -0.3 0.1 0.2 -0.071
C 0.181 -1.980 -1.355 0.0 1.3 -1.0 -0.090
C 0.027 -0.408 -1.561 0.3 -1.4 0.4 -0.211
N 0.307 0.283 -0.371 1.9 2.3 -0.7 0.090
C 1.064 1.414 -0.491 0.7 -0.6 1.3 -0.411
O 1.805 1.658 -1.426 -0.4 0.2 -0.5 0.062
C 1.100 2.276 0.768 0.4 1.3 -1.4 -0.296
C 2.506 2.335 1.367 -0.1 -0.8 1.1 -0.117
C 2.396 1.133 2.339 -0.1 -1.5 0.2 -0.150
C 0.897 1.159 2.793 0.3 -0.5 2.6 -0.240
N 0.225 1.938 1.823 -1.0 0.1 -0.5 -0.036
C -1.329 0.087 -1.996 -0.9 -1.8 -1.4 -0.459
O -2.250 0.391 -1.278 0.6 0.4 0.0 0.120
O -1.507 -0.079 -3.336 -2.1 1.2 0.1 0.087
H -2.281 -2.923 2.243 0.3 0.4 -0.6 0.135
H -1.856 -2.845 -1.243 -0.2 -0.3 -0.7 0.128
H -0.478 -3.869 -0.739 -0.5 -0.1 0.2 0.133
H 0.978 -2.068 -0.658 1.0 0.3 0.6 0.110
H 0.654 -2.279 -2.305 -0.9 -0.8 0.3 0.128
H 0.853 -0.204 -2.263 -0.8 0.5 0.1 0.155
H -0.207 0.103 0.454 -0.4 0.0 0.4 0.070
H 0.900 3.292 0.477 -0.3 0.5 -0.8 0.142
H 2.620 3.276 1.910 0.0 -0.1 0.1 0.114
H 3.330 2.256 0.656 -0.4 -0.1 -0.1 0.116
H 2.599 0.177 1.747 -0.2 1.1 0.8 0.121
H 3.039 1.114 3.257 -0.3 0.2 -1.0 0.110
H 0.843 1.699 3.780 0.2 -0.4 -0.5 0.106
H 0.410 0.179 3.050 0.7 0.5 -0.7 0.108
H -0.760 1.812 1.601 0.6 -0.1 0.2 0.139
H -2.467 0.244 -3.499 2.1 -0.8 0.2 0.169
```
Forces are in eV/Å.

Values from the calculation:
LUMO level: 0.433 eV
charge: 0
DFT total energy: -876.38298 Eh
relative energy (zero: lowest compared OMol25 entry of this formula, charge and spin): 129.63 kJ/mol
2S+1: 1
E_HOMO: -0.2974 hartree
molecular weight: 244.2 g mol⁻¹
structure (SMILES): O=C(O)CC[C@H](NC(=O)[C@@H]1CCCN1)C(=O)O